No. 1
# C19H22F4N2O4STeTi

A structure of composition C19H22F4N2O4STeTi (ωB97M-V/def2-TZVPD, the OMol25 dataset).

For the energy relative to the best compared isomer or geometry (same formula, charge and spin), the calculation gives 0.189 eV.

The geometry in ORCA input format:
```
! wB97M-V def2-TZVPD RIJCOSX def2/J DEFGRID3
* xyz -2 1
Ti -0.37 0.06 0.27
C -0.59 3.37 -0.52
N 0.41 2.45 0.01
C 0.86 2.90 1.33
C 1.53 2.29 -0.91
C 2.47 1.20 -0.41
N 1.65 0.16 0.13
C 1.91 -0.51 1.29
C 0.69 -1.05 1.76
F -1.08 0.95 1.69
C 0.69 -1.63 2.99
F -0.46 -2.10 3.54
C 1.85 -1.82 3.76
C 3.02 -1.33 3.25
F 4.18 -1.49 3.94
C 3.08 -0.66 2.03
F 4.29 -0.17 1.61
H -0.16 4.37 -0.66
H -0.98 2.99 -1.46
H -1.42 3.43 0.19
H 1.41 3.85 1.24
H -0.01 3.04 1.97
H 1.50 2.15 1.79
H 1.11 2.00 -1.88
H 2.07 3.25 -1.03
H 3.10 0.86 -1.24
H 3.15 1.61 0.36
H 1.83 -2.36 4.70
O -2.27 1.62 -2.38
S -1.90 0.27 -1.97
O -2.39 -0.75 -2.85
O -0.38 0.18 -1.78
O -2.27 0.04 -0.51
C 0.85 -9.10 0.57
C 0.50 -7.66 0.27
C -0.44 -7.33 -0.69
C -0.78 -6.01 -0.98
C -1.82 -5.77 -2.04
C -0.17 -4.95 -0.28
Te -0.82 -2.97 -0.78
C 0.81 -5.28 0.68
C 1.57 -4.24 1.44
C 1.12 -6.62 0.94
H 0.27 -9.78 -0.06
H 0.65 -9.35 1.61
H 1.91 -9.30 0.39
H -0.94 -8.13 -1.25
H -2.18 -6.71 -2.45
H -1.42 -5.14 -2.84
H -2.67 -5.20 -1.63
H 1.37 -3.24 1.05
H 2.65 -4.42 1.39
H 1.29 -4.23 2.50
H 1.87 -6.84 1.69
*
```

=====

No. 2
# CH2BrNO

A cluster of 2 separate species, CH2BrNO in total at a distorted geometry (ωB97M-V/def2-TZVPD, the OMol25 dataset).

For the energy relative to the best compared isomer or geometry (same formula, charge and spin), the calculation gives 6.106 eV.

The geometry in ORCA input format:
```
! wB97M-V def2-TZVPD RIJCOSX def2/J DEFGRID3
* xyz 0 1
C -1.51 -0.62 -0.03
N -0.30 -0.22 0.05
O -1.40 -2.64 0.02
Br -3.12 0.29 0.00
H 0.22 -1.08 -0.05
H -0.20 0.78 -0.16
*
```

=====

No. 3
# CHClF2O3S

The molecule CHClF2O3S at a distorted geometry (ωB97M-V/def2-TZVPD, the OMol25 dataset).

For the energy relative to the best compared isomer or geometry (same formula, charge and spin), the calculation gives 3.589 eV.

The geometry in ORCA input format:
```
! wB97M-V def2-TZVPD RIJCOSX def2/J DEFGRID3
* xyz 0 1
C -0.84 0.42 -1.10
O -0.13 2.02 0.91
O 0.23 -0.45 1.51
O 2.83 -1.92 1.21
F -1.15 -0.87 -1.31
F -1.78 1.25 -1.57
S -0.74 0.70 0.89
Cl 1.34 -1.85 0.96
H 0.24 0.70 -1.51
*
```

=====

No. 4
# C30H56N6O2

A cluster of 8 separate species, C30H56N6O2 in total at a distorted geometry (ωB97M-V/def2-TZVPD, the OMol25 dataset).

For the energy relative to the best compared isomer or geometry (same formula, charge and spin), the calculation gives 3.296 eV.

The geometry in ORCA input format:
```
! wB97M-V def2-TZVPD RIJCOSX def2/J DEFGRID3
* xyz -2 1
C -16.70 -17.53 16.07
C -17.92 -18.35 16.60
C -19.22 -17.94 15.84
O -17.69 -19.71 16.65
H -16.60 -17.60 14.98
H -15.72 -17.86 16.43
H -16.89 -16.47 16.23
H -17.95 -18.02 17.63
H -20.10 -18.24 16.41
H -19.29 -18.47 14.88
H -19.21 -16.86 15.73
C -15.91 -21.73 6.84
C -15.80 -20.85 8.10
C -16.57 -19.58 7.93
O -16.14 -21.60 9.26
H -16.98 -21.85 6.67
H -15.48 -22.73 6.95
H -15.37 -21.15 6.09
H -14.79 -20.46 8.11
H -16.07 -18.96 7.18
H -16.58 -18.98 8.84
H -17.60 -19.67 7.59
C -23.65 -16.82 8.89
C -23.57 -17.93 9.90
C -23.22 -19.30 9.36
C -22.57 -20.14 10.34
N -22.16 -20.92 11.08
H -24.57 -16.91 8.32
H -22.76 -16.97 8.29
H -23.53 -15.88 9.43
H -24.53 -17.89 10.41
H -22.78 -17.70 10.62
H -22.62 -19.33 8.46
H -24.08 -19.90 9.06
C -19.32 -17.89 2.06
C -18.16 -18.61 1.41
C -17.15 -17.80 0.59
C -16.25 -18.51 -0.25
N -15.55 -19.07 -0.97
H -19.14 -17.03 2.71
H -19.76 -18.62 2.74
H -20.02 -17.72 1.25
H -18.62 -19.26 0.67
H -17.73 -19.33 2.10
H -16.48 -17.31 1.30
H -17.56 -17.09 -0.12
C -9.90 -17.23 14.97
C -9.56 -17.82 13.61
C -10.72 -18.64 12.90
C -11.32 -19.78 13.59
N -11.79 -20.70 14.12
H -10.59 -16.40 15.11
H -9.03 -16.64 15.27
H -10.11 -17.99 15.72
H -8.64 -18.40 13.68
H -9.17 -17.04 12.97
H -10.35 -18.94 11.92
H -11.43 -17.87 12.59
C -17.42 -12.25 12.06
C -18.21 -13.26 11.23
C -18.30 -12.74 9.78
C -17.19 -12.79 8.90
N -16.29 -12.82 8.19
H -17.08 -12.66 13.01
H -17.92 -11.29 12.23
H -16.51 -11.96 11.54
H -19.17 -13.47 11.70
H -17.54 -14.11 11.18
H -18.74 -11.74 9.77
H -19.01 -13.32 9.19
C -9.51 -14.12 4.86
C -10.14 -15.19 5.73
C -10.98 -16.21 4.91
C -10.23 -17.18 4.13
N -9.61 -17.96 3.56
H -10.34 -13.52 4.50
H -9.02 -14.56 3.99
H -8.89 -13.41 5.39
H -10.72 -14.76 6.54
H -9.46 -15.73 6.39
H -11.49 -15.69 4.10
H -11.78 -16.64 5.50
C -21.71 -27.19 4.67
C -22.31 -28.44 5.38
C -21.39 -29.07 6.41
C -20.85 -28.12 7.46
N -20.39 -27.40 8.23
H -20.87 -27.47 4.04
H -21.21 -26.46 5.30
H -22.35 -26.56 4.05
H -22.67 -29.13 4.62
H -23.26 -28.11 5.80
H -20.48 -29.50 5.99
H -21.97 -29.82 6.93
*
```

=====

Q: Which value of energy relative to the best compared isomer or geometry (same formula, charge and spin) does entry 4 give?
A: 3.296 eV